Formula: C23H36GeNO2PbS2Si
Source: the OMol25 dataset
Level of theory: wB97M-V/def2-TZVPD

Atoms and positions in Å:
Pb  -0.666  0.024  0.851
C  -1.443  3.423  5.278
Si  0.238  2.686  5.629
C  1.464  4.089  5.754
C  0.146  1.807  7.274
C  0.862  1.475  4.353
C  2.203  0.852  4.581
C  2.709  -0.030  3.695
C  1.935  -0.390  2.485
N  0.867  0.069  2.247
C  0.204  1.100  3.220
S  -1.553  1.652  2.524
H  -1.709  4.123  6.097
H  -2.205  2.619  5.232
H  -1.416  3.984  4.322
H  1.134  4.799  6.540
H  1.521  4.616  4.779
H  2.464  3.688  6.016
H  -0.181  2.522  8.057
H  1.145  1.404  7.538
H  -0.583  0.974  7.206
H  2.780  1.108  5.465
H  3.683  -0.482  3.861
H  2.299  -1.085  1.757
O  2.514  0.078  -1.987
C  1.364  0.441  -1.536
O  0.871  0.003  -0.450
C  0.589  1.454  -2.383
C  1.202  1.899  -3.583
C  0.596  2.821  -4.441
C  -0.653  3.330  -4.122
C  -1.287  2.915  -2.950
C  -0.681  1.988  -2.083
S  -1.585  1.573  -0.677
H  2.183  1.504  -3.841
H  1.106  3.129  -5.345
H  -1.142  4.045  -4.771
H  -2.266  3.320  -2.708
C  2.809  -2.755  -2.446
C  1.294  -2.868  -2.305
C  0.896  -3.172  -0.857
C  -0.614  -3.357  -0.669
Ge  -1.669  -1.713  -0.886
C  -1.791  -0.759  -2.600
C  -2.563  -1.522  -3.684
C  -1.832  -2.776  -4.176
C  -2.615  -3.466  -5.289
H  3.069  -2.537  -3.503
H  3.297  -3.708  -2.149
H  3.195  -1.933  -1.807
H  0.933  -3.684  -2.969
H  0.846  -1.914  -2.632
H  1.256  -2.367  -0.180
H  1.389  -4.123  -0.559
H  -0.782  -3.682  0.380
H  -0.995  -4.165  -1.326
H  -3.123  -2.032  -0.454
H  -0.790  -0.461  -2.967
H  -2.352  0.175  -2.385
H  -2.692  -0.836  -4.550
H  -3.571  -1.790  -3.298
H  -1.707  -3.495  -3.346
H  -0.830  -2.495  -4.565
H  -3.616  -3.777  -4.921
H  -2.064  -4.369  -5.627
H  -2.741  -2.781  -6.155
H  -1.351  -1.162  2.036

ΔE to the lowest compared entry with this formula, charge and spin (kJ/mol): 63.85
Net charge: +1
Energy (eV): -121320.063
E_HOMO (alpha / beta) (Ha): -0.4140 / -0.4129
Gap between HOMO and LUMO (alpha / beta) (eV): 5.0 / 4.9

Atom charges from the Löwdin analysis, given in e for atoms 1 to 6: 0.68 -0.22 0.47 -0.18 -0.18 -0.23